[1]
96
Properties=species:S:1:pos:R:3:lowdin_charge:R:1 method="wB97M-V/def2-TZVPD" largest_force_ha_per_bohr=0.005 homo_ev=-9.4 gap_ev=6.95 e_above_lowest_kcal_mol=15.77 charge=+1
Bi -0.320 0.551 0.199 1.9428
I -4.074 0.680 -3.414 0.9812
I -0.203 -2.489 -6.651 0.9552
Cl 4.258 -6.230 1.218 0.6831
O 4.267 -0.820 -3.906 0.0925
O 0.456 1.501 -3.363 -0.0572
O -1.940 -0.093 -1.138 -0.3560
N 0.331 1.754 2.470 -0.1318
N -2.192 1.643 1.290 0.0511
N -0.393 -0.935 1.752 -0.1491
N 2.378 0.372 -4.254 0.1176
N 0.392 -1.424 -1.301 0.0132
N -3.021 3.085 2.741 0.1938
N -0.471 3.345 -0.663 -0.0208
N -0.153 4.672 -2.389 0.0681
N 2.938 1.475 -0.116 0.0532
N -0.041 -1.623 3.980 0.1181
C -1.283 -2.129 3.490 -0.2127
C -3.540 -2.908 2.131 -0.0862
C 0.145 0.723 3.497 -0.1315
C 2.195 -4.521 1.547 -0.0901
C -1.913 -1.012 -4.685 -0.2299
C -1.911 2.543 2.204 -0.3161
C -0.370 -1.369 -2.417 -0.1820
C -2.196 -2.927 4.138 -0.0164
C 1.637 -3.291 1.873 -0.0471
C -0.528 2.916 2.630 -0.1366
C 3.563 -4.700 1.637 -0.6725
C -2.612 -2.095 1.479 -0.0298
C -1.460 4.263 -2.458 -0.0844
C 0.439 -0.690 2.957 -0.5056
C 2.006 -2.725 -2.470 -0.0171
C 5.053 1.187 -1.918 0.0191
C -1.588 -0.613 -2.301 -0.4478
C 1.271 -2.651 -3.620 -0.0335
C -1.642 3.443 -1.388 -0.1652
C -5.482 2.671 2.320 -0.0086
C -6.316 1.884 1.551 -0.0691
C -0.763 -1.739 -4.783 -0.6779
C -3.588 1.574 1.225 -0.1962
C -1.486 -1.699 2.177 -0.2698
C 1.613 1.589 -4.168 -0.2247
C -2.326 -0.448 -3.455 -0.6487
C 4.383 -3.667 2.066 -0.0949
C 4.172 1.884 0.187 -0.1315
C 0.398 4.097 -1.298 -0.2080
C 2.436 -2.235 2.304 -0.2209
C -5.797 0.956 0.636 -0.0641
C -4.440 0.783 0.460 -0.0361
C 5.251 1.769 -0.678 -0.0343
C 3.813 -2.452 2.402 -0.0366
C -3.339 -3.321 3.441 -0.0933
C 3.515 0.061 -3.549 -0.4439
C 0.046 -1.947 -3.635 -0.2180
C -4.119 2.492 2.134 -0.1724
C 1.532 -2.075 -1.321 -0.1057
C 1.922 -0.852 2.647 -0.0853
C 2.755 0.977 -1.333 -0.1464
C 3.766 0.801 -2.266 -0.1114
H 6.230 2.106 -0.368 0.1123
H -4.045 0.072 -0.247 0.0595
H -4.429 -3.223 1.601 0.1030
H -0.553 3.285 3.662 0.1337
H 5.451 -3.817 2.139 0.1090
H 4.456 -1.651 2.748 0.1167
H 2.243 -0.217 -5.064 0.1395
H 1.426 4.249 -1.012 0.1223
H 2.160 -0.170 1.821 0.0861
H 1.347 1.890 -5.185 0.1392
H -3.037 3.777 3.471 0.1743
H 0.571 -3.161 1.775 0.1059
H 1.300 2.030 2.373 0.1119
H 0.622 -2.370 4.156 0.1285
H -6.482 0.354 0.054 0.1098
H -0.909 0.714 3.784 0.1334
H -2.534 2.907 -1.108 0.0798
H -2.028 -3.243 5.160 0.1137
H 1.755 0.663 -1.601 0.0343
H -2.763 -1.786 0.453 0.0878
H -7.387 1.982 1.659 0.1094
H 2.110 -2.083 -0.404 0.1092
H -0.170 3.719 1.982 0.1200
H 2.953 -3.245 -2.440 0.1231
H 1.568 -5.338 1.218 0.1125
H 2.227 2.370 -3.721 0.1290
H 2.492 -0.488 3.510 0.1316
H 0.305 5.309 -3.016 0.1555
H -5.872 3.383 3.035 0.1153
H 0.734 0.920 4.398 0.1346
H -0.253 1.055 -3.844 0.0755
H -2.529 -0.851 -5.560 0.0800
H 5.872 1.028 -2.607 0.1323
H 4.310 2.300 1.179 0.1085
H -4.071 -3.950 3.927 0.1006
H 1.628 -3.115 -4.529 0.0731
H -2.124 4.581 -3.242 0.1174

[2]
92
Properties=species:S:1:pos:R:3:lowdin_charge:R:1 method="wB97M-V/def2-TZVPD" largest_force_ha_per_bohr=0.005 homo_ev=-8.1 gap_ev=7.26 e_above_lowest_kcal_mol=1.76
Sb 1.217 -0.795 -1.227 1.5954
Y -1.260 -0.071 0.826 1.4290
Cl 2.086 -3.169 6.916 0.6487
O -0.980 -2.176 0.322 -0.2517
O -1.973 -4.050 -0.401 0.0969
O -2.151 -1.127 2.734 -0.0684
O -4.327 -2.494 -0.697 0.0923
O -3.038 -0.701 -0.279 -0.1989
O -4.420 6.097 3.452 -0.0506
O -4.910 5.469 -2.493 -0.0482
O 0.334 0.099 2.379 -0.2048
N -1.888 1.961 -0.538 0.0336
N -2.168 1.898 2.125 0.0497
C 4.805 0.885 -3.373 -0.0538
C -3.285 4.006 3.548 -0.1650
C -2.706 2.545 -2.707 0.0164
C -4.603 4.188 -3.006 -0.2020
C -2.753 2.916 1.488 -0.1760
C -1.986 -2.869 -0.156 -0.5587
C -1.022 -1.831 -2.922 -0.1469
C -3.323 3.987 2.163 0.0606
C 1.516 -2.185 5.599 -0.6729
C 1.914 -0.376 4.059 -0.0111
C 3.096 -1.798 0.988 -0.3212
C 0.316 -3.565 -4.578 -0.0472
C 0.671 -0.599 3.415 -0.3450
C 4.807 -1.182 -2.011 -0.0708
C -2.665 2.950 4.204 0.0092
C 4.070 0.008 -2.572 -0.3076
C -1.538 -1.781 3.580 -0.1564
C 2.901 2.293 -3.710 -0.0939
C -1.875 1.832 -1.864 -0.1131
C 2.327 -1.153 5.109 -0.0891
C 0.280 -2.391 5.058 -0.0586
C -3.618 3.427 -2.153 -0.1628
C 3.177 -4.064 1.832 -0.0746
C 3.585 -2.739 1.889 -0.0546
C 3.519 -0.358 1.092 -0.0691
C -0.171 -1.598 3.983 -0.1217
C -3.635 3.570 -0.771 0.0602
C 2.163 1.436 -2.912 -0.1550
C 2.533 -3.036 -3.556 -0.0473
C 2.717 0.285 -2.340 -0.3142
C 4.240 2.012 -3.941 -0.0837
C -2.123 1.925 3.458 -0.0840
C 0.355 -1.976 -2.780 -0.3021
C -3.889 5.132 4.337 -0.2045
C 2.264 -4.469 0.870 -0.0679
C -2.758 2.828 0.001 -0.1817
C -3.272 -1.986 -0.409 -0.5635
C -1.736 -2.549 -3.870 -0.0640
C -1.058 -3.423 -4.701 -0.0697
C 2.191 -2.221 0.007 -0.3487
C 1.767 -3.545 -0.037 -0.1187
C 1.044 -2.852 -3.630 -0.2860
H 5.852 0.667 -3.552 0.1145
H 1.016 -3.855 -0.755 0.1014
H -5.546 3.638 -3.020 0.1393
H -4.844 6.791 3.964 0.0964
H -2.647 2.391 -3.777 0.1245
H -0.369 -3.162 5.455 0.1169
H -4.242 4.238 -4.037 0.1250
H 2.543 0.418 3.679 0.1112
H 4.171 -1.843 -1.431 0.0413
H -4.668 4.719 4.988 0.1352
H -1.629 1.088 3.934 0.1068
H 3.968 0.004 0.165 0.0563
H 2.439 3.172 -4.141 0.1002
H 2.658 0.281 1.309 0.0565
H 4.841 2.667 -4.558 0.1023
H -4.131 6.029 -2.569 0.0977
H 2.859 -3.266 -2.542 0.0611
H 3.049 -2.129 -3.875 0.0742
H 3.290 -0.978 5.571 0.1095
H 5.623 -0.849 -1.364 0.0900
H -3.114 5.565 4.979 0.1334
H -1.574 -1.173 -2.260 0.0598
H 5.253 -1.766 -2.818 0.0881
H 4.249 -0.222 1.890 0.0826
H 1.120 1.676 -2.727 0.0638
H 3.565 -4.777 2.549 0.1024
H -2.812 -2.443 -3.929 0.1127
H -3.778 4.808 1.632 0.1155
H -1.597 -4.007 -5.436 0.1042
H 0.843 -4.254 -5.228 0.1079
H 1.919 -5.494 0.834 0.1070
H 2.853 -3.851 -4.205 0.0826
H 4.287 -2.424 2.653 0.1081
H -2.600 2.920 5.284 0.1252
H -1.171 1.115 -2.271 0.0758
H -4.346 4.243 -0.317 0.1233
H -2.092 -2.561 4.125 0.1413